18
Properties=species:S:1:pos:R:3:forces:R:3 method="wB97M-V/def2-TZVPD" de_lowest_ev=3.929 total_charge=0 orbital_gap_ev=9.90 spin_multiplicity=1
C 2.147283 0.686716 -0.320147 -0.19 0.27 -0.64
N 1.085534 -0.041922 -1.034415 -0.32 0.12 0.64
C -0.239146 0.287631 -0.498093 -0.10 0.00 0.87
C -1.329268 -0.505938 -1.216316 0.29 -0.07 0.12
O -2.523066 -0.573432 -0.441097 -0.03 0.28 0.10
C -0.232368 -0.191889 1.003115 3.28 -1.17 -4.95
N -0.407096 0.807181 1.880787 -3.08 -0.65 1.71
O 0.011653 -1.368517 1.127309 0.16 -1.25 1.50
H 2.155185 0.488250 0.756328 0.14 0.05 0.04
H 3.102547 0.411333 -0.760789 0.09 -0.09 0.15
H 2.020437 1.755962 -0.494691 -0.02 0.02 0.14
H 1.189453 -0.996085 -0.699234 0.13 -0.34 -0.57
H -0.424263 1.361459 -0.480586 0.04 0.04 -0.40
H -0.950456 -1.515946 -1.386043 0.05 0.00 -0.15
H -1.571311 -0.051193 -2.174238 -0.07 0.00 0.04
H -2.373082 -1.208719 0.267609 -0.07 -0.24 -0.20
H -0.293399 0.467190 2.846387 0.34 -0.06 -0.10
H -1.368644 0.187918 1.624110 -0.62 3.08 1.68

***

111
Properties=species:S:1:pos:R:3:forces:R:3 method="wB97M-V/def2-TZVPD" smiles="C=C[N@@+]1(CC(=O)Cl)[C@@H](I)[C@](CCCN)(C(=O)[O-])O[C@H](CCCCC(F)(F)C(F)(F)S(F)(F)(F)(F)F)[C@]1(CCN)CCCCOC(C)=O.CNC(C)=O.CNC(C)=O" total_charge=0 orbital_gap_ev=4.46 spin_multiplicity=1
C 1.165215 3.631670 1.801223 -0.32 0.47 -1.44
C 0.128441 2.652107 1.594560 1.33 0.82 2.93
N -0.136412 1.676246 0.478159 -1.25 2.74 0.07
C -1.531834 1.998624 0.048570 -4.33 1.24 -1.13
C -2.168078 3.358366 0.712483 0.58 3.88 -1.40
O -2.108808 4.482794 0.189254 -0.23 -4.85 1.79
Cl -3.128081 3.301173 2.304234 0.88 -0.58 -1.34
C 0.736921 1.896679 -0.765984 0.59 -2.23 -2.72
I 0.821270 3.924499 -1.546142 0.12 -0.90 0.75
C 2.095882 1.054875 -0.841224 1.83 0.39 -1.23
C 3.423157 1.753019 -0.285142 0.96 -0.84 -0.11
C 4.271167 2.600893 -1.352587 0.69 1.14 0.84
C 5.042930 3.761122 -0.499828 -1.41 -0.12 -1.44
N 5.951706 3.160336 0.526428 -0.73 1.39 0.09
C 2.447669 0.752656 -2.418397 3.34 -3.66 -3.87
O 1.966085 1.378257 -3.410091 -0.40 -0.06 2.98
O 3.349281 -0.273288 -2.642935 -3.85 4.42 2.36
O 2.032301 -0.299246 -0.314978 -1.51 0.75 0.58
C 0.726575 -0.762403 0.002334 -0.27 -0.43 -0.11
C -0.262840 -1.154884 -1.202861 -0.08 0.67 -0.48
C -0.793425 -2.665726 -1.187970 -0.19 0.22 -1.44
C -1.936200 -2.750610 -2.354030 0.06 0.01 -0.26
C -3.246730 -3.555481 -1.897480 -0.05 0.48 0.52
C -4.412699 -2.590555 -1.283980 2.97 -2.28 0.11
F -3.725660 -1.465112 -0.735759 -2.29 -1.67 -0.58
F -5.034466 -3.392767 -0.255458 0.68 2.69 -2.12
C -5.395458 -2.247722 -2.501350 0.59 -2.07 -1.30
F -4.655731 -1.993815 -3.698220 -1.64 -0.49 3.31
F -6.174994 -3.408034 -2.742539 2.14 2.58 0.50
S -6.574142 -0.817230 -2.225735 -3.38 2.45 -1.38
F -7.879199 -1.868007 -2.288456 1.79 1.95 0.41
F -6.549870 -0.955264 -0.566825 0.47 0.17 -2.61
F -5.364949 0.331554 -2.271104 -1.46 -2.07 0.63
F -6.705911 -0.630476 -3.908771 -0.03 -0.26 2.76
F -7.668299 0.443537 -2.044754 1.89 -2.13 -0.26
C 0.111981 0.295281 1.096096 1.01 -4.28 1.39
C 1.208730 0.343446 2.308940 0.49 -0.42 0.59
C 1.773942 -1.083780 2.782760 0.65 -0.47 -0.21
N 2.737308 -0.844236 3.935507 0.15 -0.28 -1.16
C -1.114276 -0.518259 1.675511 -1.42 -0.63 0.11
C -1.839258 -0.069237 3.013796 -0.73 -0.78 1.26
C -1.337316 -0.849251 4.360952 -1.61 0.47 -0.36
C -2.499243 -0.676448 5.492272 0.53 -1.45 0.44
O -3.323968 0.504004 5.283463 -0.25 0.32 1.87
C -3.998140 0.910500 6.468786 -1.87 -0.24 2.02
C -3.514242 2.327008 7.097563 -0.65 -0.01 -1.25
O -4.919604 0.281217 7.037426 3.67 1.79 -2.62
H 2.153328 3.348387 2.316047 -2.32 0.77 1.24
H 1.049700 4.716346 1.469617 1.06 -1.98 -1.06
H -0.467529 2.481370 2.574274 1.71 -1.50 -1.66
H -1.666402 2.269508 -1.071449 0.96 -0.53 1.83
H -2.360516 1.242226 0.209860 1.58 0.29 0.22
H 0.169527 1.408824 -1.658401 0.63 0.80 1.75
H 4.118137 0.882331 0.037233 -1.28 1.32 -0.55
H 3.300776 2.399528 0.647228 -0.38 -0.73 -1.12
H 3.661426 3.165922 -2.130821 0.50 -1.05 1.04
H 5.013892 1.933495 -1.902054 -1.08 0.83 0.82
H 4.182757 4.367931 -0.004082 1.26 -0.69 -0.71
H 5.572581 4.484945 -1.235555 -0.52 -1.42 1.49
H 6.581654 3.935151 0.810248 -0.43 -0.84 -0.03
H 5.334499 2.974398 1.344395 0.93 0.08 -0.64
H 0.871769 -1.813909 0.470419 -0.01 2.15 -0.11
H 0.272882 -0.962745 -2.206457 -0.70 -0.31 1.53
H -1.187309 -0.462076 -1.192152 1.28 -1.02 -0.05
H -1.217262 -2.997287 -0.177878 0.62 0.57 -1.33
H 0.039795 -3.387905 -1.533286 -1.18 1.19 0.95
H -2.182316 -1.673256 -2.696916 0.22 -1.83 0.54
H -1.506553 -3.286263 -3.276600 -0.62 0.78 1.50
H -3.726255 -4.139113 -2.750895 0.88 0.59 1.29
H -2.918674 -4.258313 -1.040772 -0.89 0.99 -1.53
H 2.159709 0.928753 2.014847 -1.73 -0.68 0.42
H 0.749782 0.732115 3.299153 0.77 -0.17 -1.89
H 2.367894 -1.643246 1.981037 -1.17 0.97 0.64
H 0.977222 -1.791226 3.191363 0.86 1.10 -0.67
H 3.258974 -1.741493 4.019480 -0.46 0.93 0.18
H 3.457611 -0.171127 3.601540 -0.65 -0.60 0.30
H -1.952652 -0.720996 0.898563 1.56 0.61 1.02
H -0.732280 -1.595077 1.882131 -0.35 1.95 -0.44
H -1.857129 1.030661 3.280878 0.12 -1.26 -0.72
H -2.951838 -0.385501 2.925465 1.78 0.67 0.00
H -1.342595 -1.974084 4.113396 0.46 1.70 0.51
H -0.339123 -0.465133 4.752579 -1.27 -0.71 -0.60
H -3.183851 -1.608354 5.462501 1.08 1.50 0.12
H -2.025884 -0.597401 6.543613 -0.67 -0.28 -1.65
H -3.042787 3.002225 6.285126 -0.54 -1.30 1.37
H -2.787446 2.147978 7.961202 -1.09 0.20 -1.27
H -4.468388 2.867529 7.450059 1.59 -1.03 -0.28
C 6.230942 6.419601 -5.440984 -0.47 -0.02 0.20
N 6.326810 6.157750 -4.021957 0.51 -0.05 0.27
C 7.446464 5.922285 -3.283142 -0.37 -0.07 0.43
C 8.772062 5.926429 -3.994862 0.19 -0.03 0.03
O 7.353183 5.716029 -2.079775 0.13 0.09 -0.20
H 5.760054 7.395404 -5.578302 0.08 -0.02 -0.28
H 5.598624 5.650481 -5.889323 0.09 0.11 -0.25
H 7.203905 6.416384 -5.928056 -0.08 -0.02 0.15
H 5.476415 6.139056 -3.476254 0.09 -0.01 -0.12
H 9.569077 5.724791 -3.278878 -0.23 0.02 0.00
H 8.789655 5.147165 -4.759627 0.05 0.15 -0.08
H 8.952591 6.904364 -4.446153 0.02 -0.12 -0.14
C -2.693657 -9.028777 -0.065537 0.23 0.30 0.34
N -2.293657 -7.800705 -0.716659 -0.12 0.13 -0.54
C -2.467386 -7.443483 -2.019434 0.27 0.44 0.12
C -3.158246 -8.421484 -2.930355 -0.05 -0.01 -0.18
O -2.065851 -6.355901 -2.414553 -0.11 -0.15 0.02
H -3.371891 -8.777606 0.752637 -0.05 -0.29 0.01
H -1.800813 -9.506453 0.343213 -0.18 -0.23 0.05
H -3.190070 -9.715295 -0.748233 0.08 0.16 0.01
H -1.823020 -7.094671 -0.167813 -0.04 -0.14 -0.05
H -3.223794 -7.999417 -3.933415 0.08 0.05 0.20
H -2.588437 -9.351463 -2.983708 -0.17 -0.05 0.04
H -4.170816 -8.617634 -2.571483 0.08 -0.17 -0.02

***

105
Properties=species:S:1:pos:R:3:forces:R:3 method="wB97M-V/def2-TZVPD" smiles="CCOCCOCc1cc([C@H](Cl)CC)cc2c1Sc1ccccc1N2.O=C1C=C(O)C(=O)C=C1O.O=C1C=C(O)C(=O)C=C1O.O=C1C=C(O)C(=O)C=C1O.O=C1C=C(O)C(=O)C=C1O" total_charge=0 orbital_gap_ev=6.13 spin_multiplicity=1
C 7.757611 1.681348 0.230733 0.06 0.21 -0.47
C 7.866868 2.305813 -1.312885 0.59 0.98 1.05
O 6.676169 2.028995 -2.132848 2.15 -1.32 0.46
C 6.806388 0.752784 -2.861718 -0.50 0.70 0.03
C 5.284627 0.080888 -2.897544 1.23 -1.07 0.02
O 4.210890 1.065226 -2.688607 -0.12 -2.00 -0.78
C 2.883866 0.511444 -3.003102 -0.61 0.93 -1.35
C 1.860715 1.813123 -3.196968 -2.74 3.20 -0.08
C 2.433297 3.371419 -3.371409 -3.28 -0.24 0.00
C 1.450980 4.692847 -3.560280 -1.72 -4.09 -0.29
C 1.957089 6.246944 -3.688406 -2.31 -0.51 0.97
Cl 3.369944 6.523407 -4.854947 -1.16 -0.39 1.09
C 2.184760 6.814117 -2.167944 -0.25 -0.57 0.44
C 3.739744 6.837032 -1.654214 -0.55 0.14 1.49
C -0.200694 4.437372 -3.626811 1.87 -3.16 0.57
C -0.824337 2.930340 -3.459167 4.20 1.25 0.25
C 0.217708 1.643089 -3.223453 0.82 3.35 -0.22
S -0.672593 -0.031377 -2.984381 -0.55 2.35 1.10
C -2.167256 0.476206 -1.906676 -2.67 2.06 1.71
C -2.717570 -0.387801 -0.626753 -1.81 4.12 -1.09
C -4.009728 0.267787 0.207381 1.44 1.91 -3.02
C -4.713749 1.709721 -0.226126 2.99 -1.31 -2.13
C -4.159770 2.554458 -1.519145 2.35 -3.88 0.98
C -2.862898 1.928061 -2.360740 -1.86 -1.45 3.52
N -2.348335 2.750969 -3.523179 1.97 -2.45 0.70
H 8.825575 1.503783 0.700716 -2.12 0.27 -1.11
H 7.215213 2.468918 0.939967 0.92 -1.95 -1.66
H 7.174306 0.659210 0.152966 1.14 2.11 0.44
H 7.917846 3.475464 -1.170897 -0.16 -2.33 -0.54
H 8.878538 1.983135 -1.843058 -2.19 0.45 0.99
H 7.228110 0.997163 -3.934080 -1.00 -0.57 1.94
H 7.595533 0.059960 -2.325688 -1.82 1.10 -1.00
H 5.277607 -0.731195 -2.029203 -0.26 1.59 -1.80
H 5.215670 -0.471839 -3.952119 -0.23 1.13 2.21
H 2.477782 -0.267104 -2.229289 0.75 1.66 -1.13
H 2.926635 -0.025290 -4.057404 -0.07 0.99 2.03
H 3.594407 3.533105 -3.327522 -2.56 -0.42 -0.11
H 1.034534 6.859262 -4.134424 2.17 -1.53 0.79
H 1.622761 7.850831 -2.080920 1.54 -1.98 -0.18
H 1.598567 6.075602 -1.437832 1.15 1.59 -1.81
H 3.734720 6.385859 -0.548900 0.08 1.01 -2.40
H 4.481337 6.170848 -2.266198 -1.55 1.56 0.94
H 4.069150 7.958187 -1.532572 -0.27 -2.35 -0.55
H -0.974020 5.330664 -3.797315 1.99 -2.17 0.43
H -2.193943 -1.403586 -0.297464 -1.32 2.49 -0.84
H -4.417435 -0.295044 1.150258 0.87 1.25 -2.07
H -5.621380 2.146437 0.410459 2.28 -1.19 -1.55
H -4.600569 3.588512 -1.895913 1.00 -2.51 1.01
H -2.503183 2.130736 -4.373100 0.19 1.00 1.14
O -10.996688 3.099872 3.689288 0.74 -0.59 -0.07
C -9.847221 2.691596 3.566619 -0.57 0.96 0.09
C -8.695891 3.602946 3.474526 -0.37 -0.07 0.03
C -7.458622 3.126153 3.324605 1.09 1.58 -0.04
O -6.371760 3.976911 3.240112 -0.95 -1.76 0.01
C -7.198554 1.662708 3.241987 0.29 -0.95 -0.12
O -6.052402 1.255237 3.085580 -0.57 0.59 0.08
C -8.346673 0.750466 3.358253 0.45 0.02 -0.05
C -9.583661 1.226963 3.511658 -1.14 -1.55 0.12
O -10.667468 0.375611 3.624283 0.99 1.77 -0.09
H -8.899576 4.664425 3.533793 0.01 -0.06 -0.01
H -5.590188 3.391841 3.133631 -0.27 0.25 0.04
H -8.141045 -0.311663 3.314452 0.03 0.05 0.01
H -11.449575 0.960851 3.724686 0.31 -0.23 -0.05
O 0.283315 -3.227172 -0.222468 0.82 0.10 0.30
C 1.419983 -3.502775 0.145008 -0.85 -0.50 -0.36
C 1.919758 -4.886073 0.181229 -0.16 0.17 0.16
C 3.157326 -5.153564 0.602557 -0.23 -1.41 -0.09
O 3.634367 -6.451050 0.636583 0.22 1.67 0.38
C 4.072437 -4.068966 1.052394 0.86 0.47 0.29
O 5.198022 -4.347756 1.451759 -0.83 -0.16 -0.36
C 3.581458 -2.683559 0.993510 0.29 -0.30 0.06
C 2.345088 -2.415528 0.568930 -0.16 1.94 0.09
O 1.877495 -1.115602 0.508334 -0.03 -2.03 -0.20
H 1.243204 -5.664940 -0.146456 0.04 0.05 0.00
H 4.552259 -6.382595 0.979060 -0.35 0.10 0.16
H 4.263586 -1.903216 1.306699 -0.04 -0.05 0.00
H 0.957647 -1.184685 0.171605 0.31 0.10 0.10
O -6.284129 -1.701842 5.088262 0.00 0.04 0.87
C -6.131449 -1.210328 6.200968 -0.02 0.36 -1.00
C -5.908288 0.230348 6.399084 -0.10 -0.29 -0.22
C -5.728993 0.731022 7.622940 0.23 1.85 -0.28
O -5.521491 2.084406 7.816561 -0.23 -1.91 0.52
C -5.744579 -0.144731 8.826662 0.05 -0.31 1.10
O -5.558424 0.341952 9.936907 -0.12 -0.07 -0.95
C -5.991704 -1.581595 8.631128 0.07 0.30 0.22
C -6.174474 -2.081965 7.407630 -0.27 -1.86 0.29
O -6.409867 -3.431065 7.216216 0.27 1.90 -0.53
H -5.897136 0.855084 5.515162 0.08 -0.09 0.06
H -5.418196 2.196287 8.786775 -0.03 -0.05 -0.39
H -6.018198 -2.204026 9.516678 0.01 0.05 -0.06
H -6.507127 -3.543755 6.245588 0.05 0.04 0.39
O 3.950352 -5.337328 -1.965106 0.35 -0.53 -0.78
C 4.087968 -6.056776 -2.948197 -0.22 0.93 0.05
C 3.881352 -5.562113 -4.318313 -0.01 0.06 0.44
C 4.023033 -6.376081 -5.366180 -0.38 1.14 -1.57
O 3.833018 -5.917102 -6.656695 0.42 -1.33 1.47
C 4.390079 -7.807885 -5.189129 0.27 -1.14 -0.21
O 4.494966 -8.536025 -6.170440 -0.14 0.80 0.51
C 4.620335 -8.296833 -3.820994 -0.04 -0.03 -0.47
C 4.482087 -7.482146 -2.773191 0.46 -1.16 1.66
O 4.699406 -7.933884 -1.484460 -0.30 1.26 -1.80
H 3.612680 -4.519739 -4.432374 0.00 -0.06 0.01
H 3.991671 -6.694163 -7.235926 -0.07 0.30 0.23
H 4.904141 -9.335593 -3.708072 -0.03 0.07 -0.01
H 4.534858 -7.158385 -0.904976 -0.24 -0.36 -0.13